{
  "formula": "C5H11NO",
  "method": "ωB97M-V/def2-TZVPD",
  "elements": ["C", "C", "C", "N", "C", "C", "H", "H", "H", "H", "H", "H", "H", "H", "H", "O", "H", "H"],
  "positions_angstrom": [[-1.67, -0.89, -1.67], [-0.80, 0.07, -1.39], [-0.66, 0.70, -0.03], [0.71, 0.75, 0.44], [1.76, 0.05, -0.16], [2.94, 0.63, -0.34], [-1.77, -1.03, -2.74], [-2.19, -1.37, -0.86], [-0.14, 0.50, -2.13], [-1.01, 1.73, -0.19], [-1.38, 0.25, 0.66], [0.97, 1.21, 1.30], [1.68, -1.03, -0.25], [3.02, 1.70, -0.49], [3.88, 0.10, -0.39], [-1.64, -1.19, 3.07], [-1.24, -0.61, 2.42], [-2.45, -1.57, 2.73]],
  "orbital_gap_ev": 9.24,
  "smiles": "C=CCNC=C.O",
  "relative_energy_kcal_mol": 70.84
}

=====

{
  "formula": "C5H11NO",
  "method": "ωB97M-V/def2-TZVPD",
  "elements": ["N", "C", "C", "C", "C", "C", "O", "H", "H", "H", "H", "H", "H", "H", "H", "H", "H", "H"],
  "positions_angstrom": [[-3.02, 0.87, -0.46], [-1.59, 1.12, -0.35], [-0.73, -0.08, -0.79], [-0.31, -0.99, 0.36], [1.00, -0.49, 0.99], [2.20, -0.47, 0.06], [3.21, 0.12, 0.34], [-3.26, 0.59, -1.40], [-3.35, 0.08, 0.09], [-1.16, 1.42, 0.60], [-1.49, 1.95, -1.06], [0.11, 0.17, -1.44], [-1.32, -0.64, -1.53], [-0.17, -2.05, 0.15], [-0.99, -0.87, 1.20], [1.01, 0.45, 1.54], [1.32, -1.24, 1.73], [2.10, -1.06, -0.87]],
  "orbital_gap_ev": 10.39,
  "smiles": "NCCCCC=O",
  "relative_energy_kcal_mol": 38.23
}

=====

{
  "formula": "C5H11NO",
  "method": "ωB97M-V/def2-TZVPD",
  "elements": ["C", "N", "C", "O", "C", "C", "C", "H", "H", "H", "H", "H", "H", "H", "H", "H", "H", "H"],
  "positions_angstrom": [[2.82, 0.56, -0.14], [1.38, 0.64, -0.32], [0.55, -0.29, 0.24], [0.95, -1.11, 1.05], [-0.90, -0.31, -0.27], [-1.63, -1.48, 0.39], [-1.69, 0.99, -0.04], [3.21, 1.39, 0.46], [3.31, 0.54, -1.12], [3.04, -0.39, 0.38], [1.03, 1.30, -0.98], [-0.88, -0.45, -1.36], [-1.72, -1.31, 1.47], [-1.10, -2.42, 0.25], [-2.64, -1.56, -0.04], [-2.69, 0.83, -0.44], [-1.78, 1.22, 1.03], [-1.26, 1.85, -0.56]],
  "orbital_gap_ev": 10.49,
  "smiles": "CNC(=O)C(C)C",
  "relative_energy_kcal_mol": 4.36
}

=====

{
  "formula": "C5H11NO",
  "method": "ωB97M-V/def2-TZVPD",
  "elements": ["C", "C", "N", "C", "C", "C", "O", "H", "H", "H", "H", "H", "H", "H", "H", "H", "H", "H"],
  "positions_angstrom": [[0.40, 1.26, -2.60], [0.85, 1.25, 0.77], [0.46, 0.08, 0.37], [0.59, -1.11, -0.19], [-0.73, -0.77, 0.34], [-1.28, -1.27, 1.67], [-0.31, -1.91, 2.46], [1.30, 1.88, -2.56], [-0.43, 1.82, -2.16], [0.17, 1.03, -3.64], [1.90, 1.51, 0.68], [0.10, 1.98, 1.06], [0.56, 0.32, -2.06], [1.34, -1.88, -0.02], [-1.51, -0.44, -0.36], [-1.78, -0.46, 2.21], [-2.04, -2.02, 1.44], [0.40, -1.28, 2.63]],
  "orbital_gap_ev": 8.28,
  "relative_energy_kcal_mol": 113.14
}

=====

{
  "formula": "C5H11NO",
  "method": "ωB97M-V/def2-TZVPD",
  "elements": ["C", "C", "N", "C", "C", "C", "O", "H", "H", "H", "H", "H", "H", "H", "H", "H", "H", "H"],
  "positions_angstrom": [[-1.84, -0.94, -0.53], [-1.53, 0.15, 0.49], [-0.09, 0.48, 0.64], [0.49, 0.54, 1.85], [0.63, 0.86, -0.43], [1.99, 0.30, -0.70], [1.90, -0.77, -1.64], [-2.93, -0.96, -0.71], [-1.54, -1.93, -0.18], [-1.35, -0.74, -1.49], [-2.02, 1.09, 0.19], [-1.91, -0.10, 1.48], [1.22, 1.32, 1.99], [0.31, -0.21, 2.61], [0.09, 1.33, -1.24], [2.64, 1.03, -1.18], [2.48, -0.03, 0.22], [1.37, -1.46, -1.21]],
  "orbital_gap_ev": [7.61, 7.61],
  "relative_energy_kcal_mol": 85.76
}

=====

{
  "formula": "C5H11NO",
  "method": "ωB97M-V/def2-TZVPD",
  "elements": ["C", "C", "C", "C", "C", "N", "O", "H", "H", "H", "H", "H", "H", "H", "H", "H", "H", "H"],
  "positions_angstrom": [[-0.75, 2.38, -0.58], [-1.33, 1.16, 0.14], [-0.86, -0.23, -0.27], [0.64, -0.44, 0.01], [0.84, -1.89, 0.46], [2.15, -2.38, 0.48], [-0.02, -2.61, 0.92], [-1.11, 3.32, -0.17], [-1.12, 2.37, -1.62], [0.34, 2.45, -0.49], [-1.19, 1.36, 1.21], [-2.43, 1.25, 0.13], [-1.49, -0.99, 0.18], [-1.11, -0.28, -1.34], [1.28, -0.24, -0.84], [0.98, 0.12, 0.88], [2.25, -3.24, 1.02], [2.92, -2.11, -0.10]],
  "orbital_gap_ev": 10.76,
  "smiles": "CCCCC(N)=O",
  "relative_energy_kcal_mol": 8.82
}

=====

{
  "formula": "C5H11NO",
  "method": "ωB97M-V/def2-TZVPD",
  "elements": ["C", "C", "C", "C", "N", "C", "O", "H", "H", "H", "H", "H", "H", "H", "H", "H", "H", "H"],
  "positions_angstrom": [[0.59, 1.69, 1.74], [1.32, 0.54, 1.07], [0.42, -0.33, 0.20], [1.25, -1.29, -0.66], [-0.49, 0.45, -0.63], [-1.59, -0.13, -1.14], [-1.91, -1.28, -0.96], [0.21, 2.46, 1.06], [1.19, 2.21, 2.50], [-0.31, 1.34, 2.25], [1.63, -0.08, 1.91], [2.18, 0.85, 0.48], [-0.23, -1.00, 0.79], [0.61, -2.00, -1.16], [1.92, -0.72, -1.30], [1.77, -1.94, 0.04], [-0.52, 1.46, -0.55], [-2.16, 0.57, -1.77]],
  "orbital_gap_ev": 10.65,
  "smiles": "CC[C@H](C)NC=O",
  "relative_energy_kcal_mol": 11.26
}

=====

Question: Which formula does entry 2 have?
Answer: C5H11NO